1.
{"formula": "C11H21N3O5", "method": "ωB97M-V/def2-TZVPD", "symbols": ["C", "C", "C", "C", "C", "C", "C", "C", "C", "C", "C", "H", "H", "H", "H", "H", "H", "H", "H", "H", "H", "H", "H", "H", "H", "H", "H", "H", "H", "H", "H", "H", "N", "N", "N", "O", "O", "O", "O", "O"], "coordinates": [[-0.441, -1.812, 0.280], [-0.096, -0.376, 0.655], [-1.914, -2.172, 0.288], [-2.683, -1.689, -0.926], [-2.731, -0.171, -1.212], [-3.561, 0.620, -0.234], [1.552, 1.443, 0.528], [0.640, 2.728, 0.178], [2.947, 1.614, 0.001], [3.977, 0.562, 0.499], [4.218, -0.576, -0.474], [1.288, -2.551, 1.123], [-0.043, -2.662, 2.139], [-0.115, -1.904, -0.753], [-2.035, -3.263, 0.345], [-2.274, -1.743, 1.216], [-2.243, -2.161, -1.807], [-3.697, -2.088, -0.858], [-3.214, -0.038, -2.196], [-1.728, 0.315, -1.357], [-3.103, 0.371, 0.714], [-4.579, 0.231, -0.157], [-4.209, 2.539, -0.010], [-2.633, 2.398, -0.341], [1.553, -0.407, -0.549], [1.623, 1.420, 1.619], [2.884, 1.731, -1.105], [3.228, 2.637, 0.332], [3.771, 0.240, 1.527], [4.991, 1.000, 0.519], [3.364, -1.822, -1.575], [-0.556, 1.723, 1.073], [0.273, -2.711, 1.164], [-3.544, 2.019, -0.595], [0.942, 0.187, 0.030], [-0.746, 0.192, 1.559], [1.104, 3.660, -0.402], [5.310, -0.936, -0.783], [3.091, -1.106, -1.014], [-0.611, 2.558, 0.558]], "forces_ev_per_a": [[0.18, 0.02, -0.56], [-1.52, -0.24, 1.09], [0.01, 0.38, 0.37], [0.23, 0.55, -0.34], [-0.28, -0.18, -1.26], [0.51, -0.76, 0.38], [-0.87, 0.35, -0.13], [1.39, -1.66, -0.27], [0.27, 0.98, -0.40], [0.48, 0.80, -0.73], [-0.28, 0.72, 0.77], [-0.65, -0.12, 0.23], [0.12, 0.20, -0.61], [0.50, -0.56, -0.18], [0.35, 0.28, 0.09], [-0.60, 0.00, 0.25], [0.04, -0.14, -0.07], [-0.14, 0.18, -0.04], [0.24, -0.13, 0.14], [-0.59, -0.55, 0.42], [-0.01, 0.42, 0.86], [-0.08, 0.08, -0.39], [0.28, -0.26, -0.37], [-0.15, 0.03, -0.23], [-0.71, 0.53, 0.32], [-0.29, -0.23, 0.14], [0.35, -0.40, 0.59], [0.15, -0.71, -0.10], [-0.18, -0.23, -0.32], [-0.57, 0.09, 0.20], [0.24, -0.75, -0.74], [-1.18, -0.56, 0.61], [1.03, -0.38, 0.22], [-0.32, 0.83, 0.63], [0.60, 0.48, 0.18], [0.89, -0.04, -0.69], [-0.24, 0.57, -0.08], [0.36, -0.59, -0.33], [0.01, 0.23, 0.44], [0.42, 0.77, -0.13]], "e_homo_ev": -8.9, "total_charge": 0, "smiles": "NCCCC[C@H](N)C(=O)N[C@@H](CCC(=O)O)C(=O)O", "e_tot_ev": -26456.7981, "fmax_ev_per_a": 2.2, "e_above_lowest_kj_mol": 0.0, "gap_ha": 0.334}



2.
{"formula": "C29H30NO3", "method": "ωB97M-V/def2-TZVPD", "symbols": ["C", "C", "C", "C", "O", "C", "C", "C", "C", "C", "C", "C", "C", "O", "C", "C", "C", "C", "C", "H", "H", "H", "H", "H", "H", "H", "H", "H", "H", "H", "H", "H", "H", "H", "C", "C", "C", "C", "C", "C", "N", "C", "C", "O", "C", "C", "C", "C", "H", "H", "H", "H", "H", "H", "H", "H", "H", "H", "H", "H", "H", "H", "H"], "coordinates": [[-5.821, 0.570, 2.562], [-4.951, -0.649, 2.242], [-3.564, -0.093, 2.267], [-3.644, 1.267, 2.662], [-4.916, 1.713, 2.835], [-2.509, 2.090, 2.729], [-1.306, 1.565, 2.330], [-1.203, 0.241, 1.789], [-0.024, -0.269, 1.177], [1.277, 0.316, 1.327], [2.352, -0.534, 1.697], [3.564, 0.023, 2.050], [3.753, 1.423, 1.938], [5.001, 1.830, 2.292], [5.775, 0.613, 2.648], [4.813, -0.576, 2.600], [2.744, 2.270, 1.451], [1.535, 1.703, 1.111], [-2.354, -0.603, 1.852], [-6.462, 0.863, 1.723], [-6.436, 0.418, 3.455], [-5.082, -1.422, 3.006], [-5.204, -1.085, 1.273], [-2.625, 3.110, 3.086], [-0.413, 2.182, 2.417], [-0.050, -1.327, 0.910], [2.196, -1.613, 1.787], [6.580, 0.519, 1.910], [6.209, 0.773, 3.640], [4.648, -0.979, 3.606], [5.198, -1.382, 1.974], [2.946, 3.335, 1.382], [0.743, 2.330, 0.693], [-2.283, -1.657, 1.567], [-4.185, -2.408, -1.266], [-4.149, -1.006, -1.193], [-2.932, -0.336, -1.263], [-1.720, -1.052, -1.394], [-0.447, -0.358, -1.345], [0.711, -0.892, -1.896], [1.540, -0.212, -2.720], [2.589, -1.013, -3.362], [3.700, -0.098, -3.837], [3.180, 0.954, -4.656], [2.212, 1.766, -3.986], [1.037, 0.949, -3.463], [-1.775, -2.456, -1.526], [-2.995, -3.123, -1.434], [-5.138, -2.934, -1.163], [-5.074, -0.440, -1.060], [-2.899, 0.752, -1.179], [-0.478, 0.715, -1.134], [1.054, -1.900, -1.635], [2.963, -1.719, -2.620], [2.182, -1.562, -4.232], [4.234, 0.302, -2.956], [4.381, -0.650, -4.499], [2.670, 2.311, -3.138], [1.873, 2.474, -4.758], [0.426, 0.628, -4.330], [0.415, 1.571, -2.815], [-0.845, -3.012, -1.654], [-3.019, -4.216, -1.473]], "forces_ev_per_a": [[-0.21, 0.47, 0.14], [-0.15, -0.50, 0.25], [0.50, 0.92, 0.04], [-0.66, -0.23, -0.83], [0.99, -1.12, -0.02], [-0.45, 0.03, 0.32], [0.15, -0.14, -0.28], [-0.11, 0.03, -0.23], [-0.27, -0.64, 0.88], [0.84, 0.67, -0.89], [-0.15, 0.21, 0.18], [-0.37, 1.07, -0.33], [0.10, -0.54, -0.07], [-0.59, -0.91, 0.05], [0.19, 0.60, -0.18], [0.12, -0.36, 0.28], [0.88, -0.07, 0.28], [-0.49, -0.62, 0.45], [-0.38, 0.08, -0.08], [0.19, 0.03, 0.25], [0.15, 0.18, -0.21], [0.01, 0.03, -0.15], [0.11, 0.04, 0.15], [0.18, -0.17, -0.04], [-0.30, -0.20, -0.04], [0.00, 0.22, 0.36], [-0.02, 0.33, -0.01], [-0.19, 0.14, 0.18], [-0.14, 0.08, -0.29], [-0.02, -0.01, -0.18], [0.01, 0.00, 0.05], [-0.13, -0.18, -0.20], [0.29, -0.20, 0.15], [0.03, 0.39, -0.19], [-0.05, 0.30, 0.16], [0.11, -0.46, -0.11], [0.40, -0.24, 0.21], [-0.50, -0.60, 0.58], [0.19, 0.73, 0.13], [0.14, 0.90, 0.03], [-0.63, -0.88, 0.80], [0.08, 0.27, -0.40], [0.02, 0.32, -0.33], [-0.24, -0.19, 0.63], [0.38, -0.01, -0.10], [0.21, 0.19, -0.55], [-0.38, 0.24, 0.27], [0.04, 0.00, 0.02], [0.37, 0.17, -0.14], [0.26, -0.16, -0.13], [-0.01, -0.24, -0.03], [-0.18, -0.15, -0.90], [-0.37, 0.04, -0.55], [0.04, -0.01, -0.16], [-0.01, 0.19, 0.36], [-0.03, 0.04, -0.35], [-0.05, 0.16, 0.41], [0.04, -0.13, -0.35], [0.05, -0.14, 0.48], [0.16, -0.18, 0.45], [0.18, -0.17, -0.16], [-0.34, 0.00, 0.00], [0.00, 0.39, -0.07]], "e_homo_ev": -9.8, "total_charge": 1, "e_tot_ev": -38183.9498, "fmax_ev_per_a": 1.5, "e_above_lowest_kj_mol": 130.8, "gap_ha": 0.199}



3.
{"formula": "C29H24N4S4Tm", "method": "ωB97M-V/def2-TZVPD", "symbols": ["Tm", "S", "C", "C", "C", "C", "C", "C", "S", "C", "C", "C", "C", "C", "C", "C", "S", "C", "C", "C", "C", "C", "C", "S", "N", "H", "H", "H", "H", "H", "H", "H", "H", "H", "H", "H", "H", "H", "H", "H", "N", "C", "C", "C", "C", "C", "N", "C", "C", "C", "C", "C", "N", "H", "H", "H", "H", "H", "H", "H", "H", "H"], "coordinates": [[-0.236, -0.263, -0.253], [0.410, -2.772, -0.082], [0.164, -3.442, 1.535], [0.303, -4.821, 1.704], [0.120, -5.414, 2.941], [-0.204, -4.653, 4.057], [-0.343, -3.285, 3.915], [-0.157, -2.686, 2.669], [-0.374, -0.941, 2.557], [1.320, -0.307, 2.651], [1.241, 1.171, 2.393], [2.016, 2.070, 3.107], [1.938, 3.414, 2.793], [1.067, 3.820, 1.796], [0.309, 2.869, 1.138], [-0.653, 3.258, 0.054], [-0.376, 2.329, -1.469], [1.306, 2.747, -1.839], [1.506, 3.995, -2.436], [2.778, 4.442, -2.729], [3.859, 3.616, -2.432], [3.661, 2.374, -1.864], [2.382, 1.895, -1.550], [2.289, 0.263, -0.863], [0.403, 1.561, 1.421], [0.556, -5.431, 0.847], [0.232, -6.487, 3.031], [-0.348, -5.119, 5.022], [-0.598, -2.666, 4.766], [1.938, -0.791, 1.886], [1.747, -0.514, 3.630], [2.677, 1.708, 3.883], [2.549, 4.136, 3.317], [0.973, 4.862, 1.524], [-0.589, 4.324, -0.156], [-1.681, 3.050, 0.361], [0.645, 4.610, -2.672], [2.926, 5.410, -3.187], [4.867, 3.943, -2.655], [4.514, 1.740, -1.655], [-3.057, -1.459, -2.433], [-3.383, -1.419, -1.092], [-4.502, -2.178, -0.705], [-4.962, -2.090, 0.582], [-4.310, -1.241, 1.481], [-3.210, -0.568, 1.028], [-2.718, -0.649, -0.233], [-1.950, -1.064, -3.176], [-2.128, -1.091, -4.567], [-1.075, -0.779, -5.386], [0.150, -0.449, -4.808], [0.238, -0.439, -3.442], [-0.798, -0.727, -2.605], [-3.754, -1.924, -2.990], [-4.981, -2.825, -1.428], [-5.821, -2.671, 0.889], [-4.639, -1.117, 2.501], [-2.673, 0.092, 1.695], [-3.095, -1.354, -4.974], [-1.200, -0.793, -6.461], [1.022, -0.212, -5.399], [1.172, -0.220, -2.944]], "forces_ev_per_a": [[0.03, -0.11, 0.31], [-0.04, -0.14, 0.04], [-0.01, 0.09, -0.18], [0.01, -0.08, 0.06], [0.01, -0.01, -0.03], [-0.01, 0.05, -0.03], [0.01, -0.01, 0.00], [0.05, -0.12, 0.03], [-0.15, -0.05, -0.12], [0.18, 0.16, 0.01], [-0.03, -0.09, -0.03], [-0.01, -0.02, -0.02], [0.02, -0.02, 0.01], [-0.03, 0.04, -0.04], [0.02, -0.02, 0.01], [-0.01, 0.19, 0.22], [-0.25, -0.23, -0.23], [0.15, 0.05, 0.02], [0.00, -0.01, 0.01], [-0.02, -0.05, 0.03], [-0.01, 0.05, -0.01], [0.08, 0.02, -0.05], [0.02, -0.11, 0.13], [-0.06, 0.23, -0.02], [-0.03, 0.08, 0.03], [0.00, 0.04, -0.03], [0.00, 0.00, 0.02], [0.00, 0.00, 0.00], [0.00, 0.00, 0.00], [-0.01, -0.01, 0.01], [-0.04, -0.01, 0.01], [0.01, 0.01, 0.00], [-0.01, 0.00, 0.01], [0.01, 0.00, 0.00], [0.04, -0.02, -0.03], [0.00, -0.05, -0.05], [0.00, 0.00, 0.00], [0.01, 0.00, 0.00], [0.00, -0.01, 0.00], [-0.03, -0.03, 0.02], [0.16, -0.07, 0.13], [-0.10, 0.01, -0.14], [0.02, 0.06, 0.06], [0.01, -0.02, -0.01], [-0.02, -0.04, -0.08], [0.04, 0.18, -0.03], [0.23, 0.06, 0.10], [-0.18, -0.05, -0.04], [0.04, 0.01, 0.09], [0.05, 0.02, -0.05], [-0.04, -0.02, 0.00], [-0.21, -0.08, 0.12], [0.14, 0.07, -0.20], [0.00, -0.01, -0.01], [-0.02, 0.00, 0.01], [0.01, 0.01, 0.02], [-0.02, -0.02, 0.00], [-0.02, 0.02, 0.00], [0.00, 0.00, -0.01], [0.02, 0.00, 0.00], [-0.02, -0.01, -0.03], [0.03, 0.05, -0.04]], "e_homo_ev": [-10.1, -10.1], "multiplicity": 3, "total_charge": 1, "s2": 2.0021, "e_tot_ev": -109294.2622, "fmax_ev_per_a": 0.4, "gap_ha": [0.274, 0.275]}



4.
{"formula": "C3H7N2", "method": "ωB97M-V/def2-TZVPD", "symbols": ["C", "C", "C", "N", "N", "H", "H", "H", "H", "H", "H", "H"], "coordinates": [[-0.645, -0.127, -0.643], [-0.301, 0.132, 0.751], [1.150, 0.466, 1.129], [-0.672, -1.169, 0.157], [-0.815, 0.184, -1.826], [-1.150, 0.598, 1.277], [1.301, 0.264, 2.241], [1.224, 1.443, 0.806], [1.835, -0.284, 0.616], [-0.363, -2.231, 0.106], [-0.730, 1.177, -1.918], [-0.834, -0.453, -2.695]], "forces_ev_per_a": [[0.28, -4.00, 3.88], [0.02, 0.56, 0.63], [-0.82, -3.89, 1.17], [0.52, -2.30, -1.00], [0.02, 0.62, -4.88], [0.74, -0.31, 0.37], [-0.23, 0.82, -1.44], [1.15, 2.17, -0.20], [-0.71, 1.31, 0.30], [-0.73, 3.13, 0.31], [-0.11, 0.57, -1.22], [-0.14, 1.31, 2.08]], "e_homo_ev": -15.6, "total_charge": 1, "smiles": "C[C@@H]1NC1=[NH2+]", "e_tot_ev": -6195.7945, "fmax_ev_per_a": 5.6, "e_above_lowest_kj_mol": 165.7, "gap_ha": 0.443}